[1]
Formula: C38H51Cl3CoN2O3SbSi
Source: the OMol25 dataset
Level of theory: the ωB97M-V functional and the def2-TZVPD basis

**Energy above the lowest of the compared OMol25 structures with the same formula, charge and spin**: 42.0 kJ/mol
**Multiplicity**: 5
**⟨S²⟩**: 6.02
**LUMO level (spin up / spin down)**: 0.48 / -1.20 eV
**Calculated total energy**: -5106.9937 Ha
**Frontier orbital gap (spin up / spin down)**: 7.77 / 6.62 eV

```
100
C38H51Cl3CoN2O3SbSi the ωB97M-V functional and the def2-TZVPD basis
C 1.4237 1.0632 -4.3410
C 0.0419 1.2567 -3.8420
H 1.4361 0.5834 -5.3210
H 1.9902 0.4233 -3.6521
H 1.9567 2.0229 -4.4317
C -1.0422 1.3585 -4.6286
C -1.0502 1.2623 -6.1190
H -2.0333 1.5278 -4.1841
H -0.1383 0.8129 -6.5293
H -1.1706 2.2569 -6.5713
H -1.9066 0.6623 -6.4573
Co 0.8623 -1.2409 -0.8282
Cl 1.1851 1.6729 0.7676
Cl 2.7761 -1.1588 -1.7819
H 1.4256 -1.6504 4.6910
H 3.8014 -0.7489 4.3585
C 1.5302 -2.2086 3.7520
C 3.8388 -1.3393 3.4378
N 2.4913 -1.5148 2.8980
H 0.5652 -2.2694 3.2488
C 2.2246 -1.2391 1.6327
O 1.1566 -1.6358 1.0643
H 4.4464 -0.8144 2.6896
H 2.9536 -0.6169 1.0868
H 1.9024 -3.2182 3.9778
H 4.2930 -2.3193 3.6470
H -0.0602 -1.5887 -3.9847
H -2.8007 -0.9381 -3.9085
C -0.4333 -2.5536 -3.6142
C -2.8455 -1.9897 -3.5840
N -1.6456 -2.3443 -2.8353
H 0.3388 -3.0264 -2.9936
C -1.6596 -2.3874 -1.5099
O -0.6256 -2.5658 -0.7982
H -3.7228 -2.1253 -2.9340
H -2.6615 -2.2670 -1.0548
H -0.6829 -3.1864 -4.4710
H -2.9210 -2.6281 -4.4713
O -0.1265 0.0454 -1.7961
C -0.1144 1.3138 -2.3267
C -2.5765 1.3756 -1.6830
C -1.3751 2.0674 -1.8907
H -2.5426 0.2902 -1.6384
C -3.7649 2.0893 -1.5291
H 0.7434 1.8800 -1.9351
C -1.3351 3.4544 -1.7580
H -4.7112 1.5486 -1.4386
C -3.7335 3.4822 -1.4755
C -2.5179 4.1619 -1.5689
H -0.3669 3.9497 -1.8264
H -4.6540 4.0468 -1.3367
H -2.4779 5.2461 -1.4827
Si 5.3064 -2.7146 -2.2853
Cl 4.4885 -1.8944 -4.0824
C 4.3901 -4.2968 -1.8771
C 5.7556 -1.5547 -0.8788
C 7.0441 -3.2782 -2.8642
H 3.3130 -4.1385 -1.7482
H 4.7935 -4.7434 -0.9559
H 4.5512 -5.0215 -2.6889
H 6.9498 -4.0461 -3.6441
H 7.6198 -3.7103 -2.0314
H 7.6105 -2.4282 -3.2627
H 4.8930 -1.1098 -0.3690
H 6.3941 -0.7388 -1.2418
H 6.3325 -2.1066 -0.1246
C 0.8127 0.7746 6.4539
C -0.4106 0.1711 6.1396
C -0.9234 0.2653 4.8409
C -0.2103 0.9319 3.8469
C 0.9916 1.5577 4.1641
C 1.5179 1.4637 5.4609
Sb -0.9945 1.0011 1.8086
C -2.6003 -0.5462 2.2035
C -2.3303 -1.8719 1.8927
C -3.2830 -2.8606 2.1758
C -4.4975 -2.5008 2.7764
C -4.7589 -1.1631 3.0883
C -3.7991 -0.1770 2.8030
C -1.8619 3.0159 1.8448
C -3.2446 3.1787 1.7867
C -3.8072 4.4567 1.8586
C -2.9776 5.5824 1.9236
C -1.5857 5.4202 1.9303
C -1.0339 4.1311 1.9028
H 1.2086 0.7188 7.4742
H -0.9775 -0.3674 6.9003
H -1.8887 -0.1939 4.6244
H 1.5398 2.1276 3.4127
H 2.4733 1.9419 5.6900
H -1.3827 -2.1570 1.4346
H -3.0746 -3.9035 1.9229
H -5.2370 -3.2654 2.9996
H -5.7011 -0.8745 3.5600
H -3.9999 0.8577 3.0785
H -3.9063 2.3213 1.6560
H -4.8947 4.5674 1.8445
H -3.4128 6.5835 1.9587
H -0.9294 6.2933 1.9621
H 0.0501 4.0222 1.9160
```

[2]
Formula: C4H6O4
Source: the OMol25 dataset
Level of theory: the ωB97M-V functional and the def2-TZVPD basis

**Energy above the lowest of the compared OMol25 structures with the same formula, charge and spin**: 743.5 kJ/mol
**Multiplicity**: 1
**LUMO level**: -0.53 eV
**Calculated total energy**: -456.7377 Ha
**Frontier orbital gap**: 9.97 eV

```
14
C4H6O4 the ωB97M-V functional and the def2-TZVPD basis
C -0.7193 0.2163 -0.4924
C -1.7496 -0.5967 0.0991
C 0.5011 0.1255 0.4895
C 1.2397 -1.1114 0.0694
H -0.6161 2.4509 -0.5015
H -0.5716 -0.1410 -1.5662
H -2.7844 0.0202 1.0903
H 0.5508 0.1073 1.7347
H 2.1799 0.9437 0.0617
H 1.0380 -2.1473 0.2443
O -1.2178 1.5434 -0.4477
O -1.4214 -1.9159 -0.2511
O 1.2567 1.4441 0.0416
O 2.3140 -0.9392 -0.5716
```

[3]
Formula: C10H10BrClPd
Source: the OMol25 dataset
Level of theory: the ωB97M-V functional and the def2-TZVPD basis

**Multiplicity**: 5
**⟨S²⟩**: 6.02
**LUMO level (spin up / spin down)**: 0.43 / -4.00 eV
**Calculated total energy**: -3548.9117 Ha
**Frontier orbital gap (spin up / spin down)**: 7.90 / 4.46 eV

```
23
C10H10BrClPd the ωB97M-V functional and the def2-TZVPD basis
C 0.7070 1.2202 -1.4276
C 1.9497 0.5607 -1.6453
C 1.7193 -0.5524 -2.5333
H 2.8481 0.7545 -1.0910
C 0.2827 -0.6100 -2.7627
C -0.3086 0.5153 -2.1053
H -1.3724 0.6520 -1.8842
H 0.5256 2.0118 -0.7085
H 2.4398 -1.4072 -2.7151
H -0.2715 -1.4573 -3.1728
Pd 0.7158 -0.8392 -0.8266
Br 2.6582 -1.4434 1.4491
C -1.1675 -0.7657 2.4290
C -2.0849 -0.1353 1.5339
C -1.5906 1.1688 1.2528
H -2.9113 -0.6402 1.0258
C -0.3973 1.3539 2.0079
C -0.1656 0.1810 2.7820
H 0.7120 -0.0203 3.4056
H -1.2017 -1.8155 2.7405
H -2.0625 1.9105 0.5926
H 0.2464 2.2366 1.9989
Cl -1.2707 -2.8788 -0.3457
```

Question: The lowest multiplicity belongs to which entry?
Answer: C4H6O4